The following is a quantum chemistry calculation of a molecular structure, C30H51NP2Sn in a non-equilibrium geometry, from the OMol25 dataset.

Positions of all 85 atoms, in Å:
Sn (0.8680, 0.3952, 1.9373)
C (-3.5240, 3.3289, 0.5081)
C (-3.9710, 1.9818, 0.6576)
C (-2.9397, 2.6059, 2.6077)
C (-2.8761, 3.7092, 1.7204)
C (-3.5875, 1.5245, 1.9398)
C (-3.7969, 4.2099, -0.6451)
H (-3.8946, 3.6286, -1.5723)
H (-2.9916, 4.9445, -0.7779)
H (-4.7353, 4.7708, -0.4945)
C (-2.2851, 5.0317, 2.0424)
H (-2.4794, 5.7687, 1.2497)
H (-1.1940, 4.9667, 2.1895)
H (-2.7063, 5.4190, 2.9833)
C (-2.4699, 2.6279, 4.0058)
H (-3.0554, 3.3460, 4.6045)
H (-1.4117, 2.9251, 4.0702)
H (-2.5848, 1.6366, 4.4578)
C (-3.8420, 0.1797, 2.5104)
H (-4.7457, 0.1598, 3.1416)
H (-2.9994, -0.1478, 3.1370)
H (-3.9875, -0.5568, 1.7098)
C (-4.7671, 1.1921, -0.3093)
H (-5.7437, 0.8810, 0.1088)
H (-4.2273, 0.2721, -0.5960)
H (-4.9720, 1.7772, -1.2157)
C (-0.1339, 1.1214, -2.9322)
C (-1.4596, 1.4062, -2.8989)
C (-2.6086, 0.5059, -3.2197)
C (-2.3729, -1.0098, -3.3278)
C (-2.1036, -1.7150, -2.0233)
C (-0.9588, -1.7736, -1.3545)
C (0.2428, -0.8851, -1.4398)
C (0.4986, -0.2347, -2.8163)
H (-3.0201, 0.8073, -4.2009)
H (-1.6126, -1.2024, -4.1025)
H (-3.4257, 0.6813, -2.5055)
H (0.1988, -0.9125, -3.6282)
H (0.5633, 1.9400, -3.0673)
H (-1.7473, 2.4540, -2.8475)
H (1.5845, -0.0833, -2.9770)
H (0.2068, -0.0814, -0.6779)
H (-0.8524, -2.5058, -0.5429)
H (1.1444, -1.4676, -1.1747)
H (-3.2993, -1.4580, -3.7368)
H (-2.9625, -2.2858, -1.6214)
P (2.7393, -3.2769, -1.3787)
P (3.0657, -4.8123, 1.1023)
C (3.9270, -4.7473, -1.5567)
C (4.3882, -5.2279, -0.1787)
H (4.7866, -4.4396, -2.1769)
H (3.4015, -5.5527, -2.1008)
H (4.5704, -6.3175, -0.1705)
H (5.3101, -4.7055, 0.1293)
C (3.9823, -5.6418, 2.4815)
H (3.3065, -5.7044, 3.3426)
H (4.8395, -5.0149, 2.7549)
H (4.3290, -6.6461, 2.1917)
C (2.0211, -6.2826, 0.6865)
H (2.6388, -7.1662, 0.4818)
H (1.3792, -6.0787, -0.1739)
H (1.3709, -6.4841, 1.5433)
C (3.9606, -1.9956, -1.8882)
H (3.4481, -1.0311, -1.9877)
H (4.4299, -2.2756, -2.8424)
H (4.7247, -1.9102, -1.1039)
C (1.9028, -3.5853, -3.0040)
H (1.3464, -4.5297, -2.9270)
H (2.6472, -3.6561, -3.8105)
H (1.1932, -2.7740, -3.2074)
C (2.8015, 1.8145, 3.4689)
C (2.4280, 2.7874, 2.4324)
C (2.9498, 4.0887, 2.2089)
C (2.1715, 4.6713, 1.1742)
C (1.1952, 3.7037, 0.8162)
C (0.1252, 3.8369, -0.1910)
N (1.3511, 2.5698, 1.6034)
H (2.9307, 0.7694, 3.1031)
H (2.0600, 1.8395, 4.2830)
H (3.7858, 2.0578, 3.8957)
H (3.7690, 4.5246, 2.7719)
H (2.2650, 5.6596, 0.7349)
H (0.0178, 4.8912, -0.5016)
H (0.3172, 3.2536, -1.1068)
H (-0.8389, 3.5088, 0.2244)

## Properties
* charge: +2
* LUMO: -9.1801 eV
* max |F|: 6.15 eV Å⁻¹

Want to see where the charge sits? The Löwdin charges in e are: Sn 1.50; C -0.18; C -0.06; C -0.17; C -0.09; C -0.15; C -0.02; H 0.08; H 0.09; H 0.11; C 0.04; H 0.10; H 0.12; H 0.13; C -0.01; H 0.12; H 0.10; H 0.09; C -0.01; H 0.12; H 0.08; H 0.09; C 0.04; H 0.14; H 0.10; H 0.09; C -0.10; C -0.10; C -0.19; C -0.18; C -0.09; C -0.12; C -0.25; C -0.19; H 0.13; H 0.12; H 0.07; H 0.10; H 0.10; H 0.09; H 0.11; H 0.02; H 0.11; H 0.01; H 0.12; H 0.11; P 0.79; P 0.75; C -0.42; C -0.45; H 0.08; H 0.08; H 0.08; H 0.08; C -0.34; H 0.03; H 0.03; H 0.05; C -0.31; H 0.05; H 0.02; H 0.03; C -0.30; H 0.01; H 0.05; H 0.04; C -0.28; H 0.04; H 0.05; H 0.00; C -0.13; C -0.47; C 0.00; C 0.00; C -0.36; C -0.04; N -0.16; H 0.01; H 0.09; H 0.12; H 0.12; H 0.12; H 0.10; H 0.07; H 0.05

=====

The following is a quantum chemistry calculation of a molecular structure, C6H16CsO2 in a non-equilibrium geometry, from the OMol25 dataset.

Positions of all 25 atoms, in Å:
Cs (-0.5781, 0.2588, 0.3164)
C (1.5051, -2.0817, 2.5900)
C (1.1068, -0.5852, 2.8835)
C (2.0857, 0.4702, 2.4791)
O (-0.1424, -0.2405, 2.2097)
H (0.7383, -2.6635, 3.1014)
H (2.4217, -2.3888, 3.0935)
H (1.5822, -2.3733, 1.5425)
H (0.8787, -0.4946, 3.9455)
H (1.8045, 1.4015, 2.9708)
H (2.1212, 0.5935, 1.3967)
H (3.0474, 0.2888, 2.9591)
H (-0.8129, -0.7124, 2.7090)
C (-1.8299, -0.3120, -1.9147)
C (-0.8121, 0.5009, -2.7222)
C (-1.6207, 1.5151, -3.5296)
O (0.0482, 1.3062, -1.8351)
H (-1.3767, -1.2810, -1.7055)
H (-2.6965, -0.6492, -2.4834)
H (-2.1160, 0.1204, -0.9559)
H (-0.2392, -0.0728, -3.4508)
H (-2.2437, 2.1316, -2.8816)
H (-2.2620, 1.0244, -4.2618)
H (-1.0031, 2.2422, -4.0570)
H (0.3936, 2.0016, -2.3996)

## Properties
* charge: +1
* LUMO: -2.9985 eV
* max |F|: 11.64 eV Å⁻¹

Want to see where the charge sits? The Löwdin charges in e are: Cs 2.11; C -0.02; C -0.44; C -0.06; O -0.76; H 0.08; H 0.09; H 0.08; H 0.14; H 0.10; H 0.06; H 0.10; H 0.08; C -0.28; C -0.45; C -0.06; O -0.36; H 0.06; H 0.10; H -0.11; H 0.15; H 0.09; H 0.09; H 0.09; H 0.09

=====

The following is a quantum chemistry calculation of 3 unconnected molecules or ions with the total composition C5H16N2O2 in a non-equilibrium geometry, from the OMol25 dataset.

Positions of all 25 atoms, in Å:
C (-2.2949, 0.1803, 0.5953)
C (-0.8482, 0.0370, 1.1183)
C (0.1214, -0.3437, 0.0628)
C (1.0864, -1.2465, 0.3011)
N (2.0775, -1.5422, -0.6962)
C (2.9469, -2.5400, -0.5643)
N (-2.5061, 1.5148, -0.1127)
H (-2.5320, -0.6893, -0.1661)
H (-3.0141, 0.1121, 1.4514)
H (-0.4863, 0.9470, 1.6171)
H (-0.8500, -0.6933, 2.0094)
H (0.0498, 0.1806, -0.9092)
H (1.2224, -1.7681, 1.2273)
H (2.1613, -0.9219, -1.5186)
H (3.7055, -2.7330, -1.3277)
H (2.8963, -3.2586, 0.3117)
H (-2.1413, 2.2654, 0.4741)
H (-1.9787, 1.5436, -1.0093)
H (-3.5116, 1.6707, -0.3591)
H (-1.4420, 1.0533, -3.3324)
H (-0.6629, 2.2983, -2.9559)
O (-1.0933, 1.4889, -2.5623)
H (2.8044, 1.3184, 1.6780)
H (2.1745, 0.4993, 2.8045)
O (2.1150, 0.6268, 1.8629)

## Properties
* charge: +2
* LUMO: -7.9267 eV
* max |F|: 2.91 eV Å⁻¹

Want to see where the charge sits? The natural (NBO) charges in e are: C -0.23; C -0.49; C -0.14; C -0.01; N -0.42; C 0.12; N -0.71; H 0.25; H 0.26; H 0.26; H 0.27; H 0.23; H 0.24; H 0.45; H 0.25; H 0.25; H 0.44; H 0.47; H 0.46; H 0.51; H 0.52; O -0.98; H 0.50; H 0.49; O -0.98